1.
Density functional theory data (wB97M-V/def2-TZVPD) for a structure of composition C25H31BrF6N9O4SbSeY.

XYZ file:
```
79
Properties=species:S:1:pos:R:3
Y -0.205 0.868 -1.095
C -0.649 -0.804 5.625
C -0.018 -0.739 4.267
C 0.228 -1.904 3.542
C 0.729 -1.850 2.262
C 1.032 -0.629 1.644
N 1.525 -0.562 0.335
C 2.578 -1.332 0.016
C 3.356 -2.003 1.008
C 4.391 -2.839 0.696
C 4.747 -3.056 -0.640
C 5.898 -3.948 -1.001
C 4.073 -2.342 -1.620
C 3.037 -1.466 -1.334
N 2.531 -0.701 -2.395
C 2.675 -0.988 -3.715
C 2.422 0.152 -4.417
C 2.122 1.116 -3.438
N 2.155 0.599 -2.220
C 0.806 0.539 2.388
C 0.280 0.474 3.670
N 1.246 1.792 1.897
C 1.766 2.810 2.622
C 2.180 3.770 1.735
C 1.874 3.243 0.471
N 1.316 2.047 0.578
H -0.238 -1.627 6.209
H -0.508 0.125 6.177
H -1.722 -0.977 5.521
H -0.022 -2.864 3.977
H 0.863 -2.758 1.690
H 3.116 -1.823 2.045
H 4.954 -3.316 1.488
H 5.991 -4.775 -0.298
H 5.785 -4.353 -2.006
H 6.833 -3.382 -0.974
H 4.409 -2.439 -2.643
H 2.904 -1.982 -4.055
H 2.412 0.284 -5.484
H 1.904 2.159 -3.602
H 0.093 1.396 4.207
H 1.834 2.761 3.695
H 2.646 4.713 1.960
H 2.024 3.674 -0.504
N -1.675 3.453 0.358
C -2.486 4.086 1.213
C -2.963 3.138 2.094
C -2.376 1.937 1.675
N -1.596 2.137 0.617
H -1.141 3.807 -0.434
H -2.667 5.145 1.142
H -3.642 3.290 2.913
H -2.497 0.951 2.091
Br -0.503 -1.614 -2.201
N -3.624 -1.695 -2.871
C -4.479 -0.478 -2.863
C -4.130 0.402 -1.670
N -2.812 1.031 -1.836
H -3.765 -2.267 -3.700
H -3.797 -2.264 -2.027
H -2.595 -1.478 -2.802
H -5.521 -0.791 -2.818
H -4.301 0.063 -3.792
H -4.140 -0.202 -0.763
H -4.919 1.146 -1.557
H -2.912 2.046 -1.830
H -2.470 0.868 -2.781
F -1.942 -0.730 0.444
Sb -3.047 -2.068 1.348
F -2.684 -1.130 2.945
F -1.577 -3.230 1.325
F -4.045 -3.322 2.324
F -3.621 -2.866 -0.300
F -4.554 -0.942 1.115
O -2.102 3.527 -3.080
Se -0.594 2.961 -3.209
O -0.618 1.301 -3.369
O 0.100 3.047 -1.681
O 0.323 3.681 -4.305
```

Results
**<S²>**: 0.793
**HOMO level (alpha / beta)**: -8.01 / -8.70 eV
**HOMO-LUMO gap (alpha / beta)**: 8.156 / 6.596 eV
**Lowest unoccupied orbital energy (alpha / beta)**: 0.149 / -2.108 eV
**2S+1**: 2
**Molar mass**: 1005.10 g/mol

2.
Density functional theory data (wB97M-V/def2-TZVPD) for a structure of composition C25H31CuGeIN5O3.

XYZ file:
```
67
Properties=species:S:1:pos:R:3
Cu -2.136 0.946 0.133
C 0.699 4.491 0.473
C 0.899 3.595 -0.711
N 1.823 3.877 -1.587
C 1.981 3.094 -2.686
C 1.179 2.031 -2.973
C 1.431 1.226 -4.224
O 0.301 1.137 -5.091
C 0.150 1.697 -2.042
C -0.759 0.639 -2.364
N -1.706 0.175 -1.614
C -2.515 -0.904 -2.077
C -2.036 -1.865 -2.967
C -2.839 -2.911 -3.389
C -4.139 -3.034 -2.919
C -4.631 -2.105 -2.016
C -3.814 -1.065 -1.608
I -4.600 0.326 -0.237
C 0.039 2.453 -0.866
O -0.812 2.217 0.101
H 1.536 5.180 0.553
H 0.596 3.914 1.392
H -0.224 5.063 0.357
H 2.793 3.371 -3.348
H 1.687 0.196 -3.969
H 2.289 1.650 -4.747
H 0.166 1.991 -5.515
H -0.656 0.227 -3.365
H -1.014 -1.802 -3.321
H -2.439 -3.640 -4.081
H -4.767 -3.853 -3.240
H -5.639 -2.192 -1.633
C 3.424 1.990 2.036
C 2.595 0.719 2.175
C 1.527 0.833 3.260
C 0.853 -0.500 3.592
Ge -0.213 -1.321 2.205
C 0.350 -1.532 0.362
C 1.621 -2.379 0.226
C 1.478 -3.798 0.774
C 2.806 -4.546 0.795
H 4.117 1.925 1.196
H 4.012 2.166 2.938
H 2.789 2.862 1.878
H 3.258 -0.118 2.413
H 2.116 0.484 1.217
H 0.782 1.578 2.961
H 1.993 1.209 4.175
H 0.154 -0.405 4.428
H 1.601 -1.239 3.898
H -1.058 -2.471 2.755
H 0.502 -0.539 -0.067
H -0.492 -1.997 -0.161
H 2.453 -1.883 0.735
H 1.894 -2.430 -0.831
H 0.750 -4.347 0.171
H 1.069 -3.767 1.792
H 3.242 -4.591 -0.205
H 2.680 -5.569 1.150
H 3.523 -4.048 1.450
O -1.655 -0.031 1.970
N -2.393 -0.070 3.104
C -3.176 0.919 3.294
C -3.320 2.023 2.371
N -3.468 2.888 1.628
C -3.989 0.922 4.485
N -4.671 0.939 5.408
```

Results
**<S²>**: 0.754
**HOMO level (alpha / beta)**: -11.33 / -11.27 eV
**HOMO-LUMO gap (alpha / beta)**: 7.455 / 6.140 eV
**Lowest unoccupied orbital energy (alpha / beta)**: -3.877 / -5.127 eV
**Charge**: +1
**2S+1**: 2
**Molar mass**: 712.61 g/mol

3.
Density functional theory data (wB97M-V/def2-TZVPD) for a cluster of 5 separate species, C25H31F12O9 in total.

XYZ file:
```
77
Properties=species:S:1:pos:R:3
C -3.084 -0.228 -4.868
C -2.784 -0.961 -3.590
C -2.582 -0.236 -2.419
C -2.273 -0.852 -1.214
C -2.195 -2.235 -1.177
C -2.396 -2.961 -2.339
C -2.674 -2.355 -3.569
C -2.819 -3.193 -4.788
C -1.439 -3.291 -5.547
O -0.349 -3.372 -4.555
H -2.767 -0.800 -5.732
H -4.166 -0.082 -4.946
H -2.648 0.763 -4.850
H -2.643 0.845 -2.455
H -2.078 -0.275 -0.325
H -1.971 -2.774 -0.270
H -2.305 -4.037 -2.334
H -3.523 -2.743 -5.481
H -3.175 -4.193 -4.511
H -1.424 -4.279 -6.017
H 0.122 -2.549 -4.606
C 2.784 1.032 -8.188
C 2.564 0.430 -6.817
O 1.862 1.343 -5.951
C 0.543 1.374 -6.122
O -0.095 0.750 -6.905
C -0.105 2.309 -5.086
F 0.580 3.457 -4.955
F -0.173 1.713 -3.886
F -1.345 2.619 -5.442
H 3.300 1.990 -8.107
H 3.383 0.359 -8.801
H 1.835 1.206 -8.694
H 3.516 0.241 -6.325
H 2.023 -0.514 -6.873
C 0.142 -0.908 -1.651
C 0.900 0.369 -1.354
O 1.467 0.350 -0.018
C 2.605 -0.297 0.134
O 3.241 -0.867 -0.701
C 3.060 -0.179 1.601
F 2.049 -0.408 2.451
F 3.526 1.057 1.842
F 4.031 -1.045 1.870
H -0.619 -1.088 -0.890
H -0.351 -0.841 -2.620
H 0.810 -1.769 -1.662
H 0.223 1.220 -1.365
H 1.682 0.557 -2.088
C 0.597 2.666 2.620
C 0.967 1.270 3.069
O -0.040 0.714 3.943
C -1.105 0.205 3.341
O -1.315 0.169 2.168
C -2.048 -0.396 4.394
F -2.218 0.424 5.443
F -1.558 -1.550 4.876
F -3.247 -0.650 3.888
H 0.413 3.307 3.483
H 1.405 3.094 2.028
H -0.308 2.656 2.013
H 1.881 1.287 3.659
H 1.129 0.605 2.222
C 0.452 -0.720 7.573
C -0.248 -0.115 8.769
O 0.673 0.610 9.611
C 0.979 1.836 9.220
O 0.577 2.407 8.252
C 1.931 2.478 10.246
F 2.909 1.636 10.598
F 1.252 2.813 11.353
F 2.486 3.578 9.749
H 1.287 -1.345 7.893
H -0.241 -1.329 6.996
H 0.855 0.053 6.920
H -0.664 -0.896 9.402
H -1.067 0.535 8.466
```

Results
**HOMO level**: -1.40 eV
**HOMO-LUMO gap**: 3.338 eV
**Lowest unoccupied orbital energy**: 1.940 eV
**Charge**: -1
**2S+1**: 1
**Molar mass**: 703.49 g/mol

4.
Density functional theory data (wB97M-V/def2-TZVPD) for a structure of composition C25H31GeNOOsSSb.

XYZ file:
```
62
Properties=species:S:1:pos:R:3
Os -0.875 0.114 2.083
N -0.129 -0.379 6.159
C -0.284 0.049 4.913
O -0.816 -0.699 4.053
C 0.140 1.426 4.493
C 0.530 1.363 3.005
H -0.443 -1.302 6.412
H 0.291 0.205 6.860
H 0.928 1.819 5.139
H -0.743 2.062 4.623
H 1.537 0.954 2.908
H 0.556 2.375 2.600
S 1.067 -1.207 1.425
Sb 1.313 -0.722 -0.810
C 1.065 1.306 -1.258
C -0.133 1.755 -1.798
C -0.320 3.111 -2.026
C 0.687 4.009 -1.698
C 1.882 3.556 -1.153
C 2.077 2.201 -0.933
C -0.061 -1.810 -1.963
C -0.372 -1.439 -3.268
C -1.256 -2.212 -4.006
C -1.819 -3.350 -3.445
C -1.501 -3.722 -2.146
C -0.621 -2.951 -1.400
C 3.277 -1.198 -1.366
C 3.682 -1.012 -2.684
C 4.984 -1.315 -3.048
C 5.875 -1.798 -2.098
C 5.469 -1.980 -0.785
C 4.165 -1.681 -0.413
H -0.921 1.052 -2.047
H -1.250 3.461 -2.453
H 0.543 5.067 -1.872
H 2.666 4.259 -0.905
H 3.014 1.853 -0.512
H 0.068 -0.554 -3.719
H -1.501 -1.928 -5.021
H -2.507 -3.952 -4.024
H -1.937 -4.611 -1.712
H -0.377 -3.235 -0.382
H 2.993 -0.635 -3.432
H 5.304 -1.175 -4.072
H 6.891 -2.034 -2.386
H 6.165 -2.358 -0.048
H 3.845 -1.827 0.612
C -3.793 1.315 -0.787
Ge -3.292 0.733 1.008
C -2.912 -1.225 0.921
C -4.724 1.071 2.287
C -1.609 1.668 1.606
H -4.775 0.910 -1.032
H -3.077 0.960 -1.525
H -3.846 2.401 -0.838
H -3.860 -1.712 1.160
H -2.214 -1.669 1.652
H -2.602 -1.513 -0.080
H -5.654 0.611 1.949
H -4.896 2.140 2.403
H -4.456 0.654 3.257
H -1.437 2.746 1.620
```

Results
**HOMO level (alpha / beta)**: -10.16 / -10.16 eV
**HOMO-LUMO gap (alpha / beta)**: 7.285 / 7.285 eV
**Lowest unoccupied orbital energy (alpha / beta)**: -2.875 / -2.875 eV
**Charge**: +1
**2S+1**: 1
**Molar mass**: 778.20 g/mol

5.
Density functional theory data (wB97M-V/def2-TZVPD) for an isolated molecule of C25H31N5O2.

XYZ file:
```
63
Properties=species:S:1:pos:R:3
O 5.149 0.740 -1.257
C 3.986 0.783 -0.898
N 3.153 -0.269 -0.938
C 3.554 -1.580 -1.379
C 3.709 -2.563 -0.206
C 4.858 -2.188 0.742
C 4.279 -2.492 2.122
C 2.803 -2.175 1.896
O 2.516 -2.594 0.578
C 3.357 2.088 -0.401
C 2.755 2.853 -1.587
C 1.469 2.183 -2.057
C 0.504 2.012 -0.889
N 1.120 1.226 0.168
C 0.164 0.882 1.213
C -0.834 -0.098 0.693
C -0.595 -1.400 0.213
N -1.701 -1.952 -0.230
N -2.681 -1.062 -0.045
C -4.000 -1.384 -0.398
C -4.206 -2.227 -1.485
C -5.493 -2.570 -1.854
C -6.576 -2.074 -1.147
C -6.367 -1.250 -0.054
C -5.083 -0.908 0.332
C -2.192 0.088 0.504
N -2.968 1.216 0.733
C -3.054 1.899 1.913
C -3.887 2.966 1.734
C -4.319 2.938 0.391
C -3.741 1.851 -0.199
C 2.297 1.903 0.686
H 2.214 -0.147 -0.565
H 2.799 -1.967 -2.069
H 4.512 -1.484 -1.895
H 3.851 -3.571 -0.620
H 5.760 -2.754 0.526
H 5.084 -1.126 0.646
H 4.719 -1.891 2.915
H 4.401 -3.549 2.363
H 2.128 -2.707 2.570
H 2.627 -1.093 1.995
H 4.182 2.679 0.011
H 2.535 3.876 -1.270
H 3.482 2.899 -2.399
H 0.993 2.790 -2.830
H 1.696 1.206 -2.484
H 0.196 3.004 -0.511
H -0.394 1.487 -1.226
H -0.353 1.778 1.597
H 0.718 0.426 2.040
H 0.334 -1.936 0.182
H -3.348 -2.606 -2.017
H -5.651 -3.223 -2.699
H -7.581 -2.336 -1.441
H -7.207 -0.875 0.511
H -4.933 -0.287 1.202
H -2.536 1.554 2.786
H -4.160 3.689 2.476
H -4.978 3.639 -0.081
H -3.809 1.482 -1.203
H 2.035 2.896 1.097
H 2.711 1.304 1.504
```

Results
**HOMO level**: -8.64 eV
**HOMO-LUMO gap**: 9.374 eV
**Lowest unoccupied orbital energy**: 0.731 eV
**2S+1**: 1
**Molar mass**: 433.56 g/mol

6.
Density functional theory data (wB97M-V/def2-TZVPD) for a cluster of 4 separate species, C25H31NO3S in total.

XYZ file:
```
61
Properties=species:S:1:pos:R:3
C -4.319 3.877 3.185
C -4.492 2.773 2.161
C -5.873 2.183 2.069
N -3.529 2.302 1.469
C -2.845 2.894 0.390
C -3.737 3.319 -0.796
C -3.556 4.785 -1.222
C -3.556 5.718 -0.033
O -2.353 5.687 0.752
S -1.654 4.249 0.875
O -0.543 4.217 -0.035
O -1.276 4.030 2.236
H -3.317 3.793 3.593
H -5.069 3.794 3.965
H -4.416 4.870 2.741
H -6.461 2.450 2.946
H -6.395 2.588 1.203
H -5.833 1.097 2.051
H -2.148 2.146 0.019
H -3.429 2.728 -1.658
H -4.788 3.098 -0.639
H -2.695 4.918 -1.869
H -4.437 5.044 -1.811
H -3.636 6.740 -0.399
H -4.450 5.558 0.573
C 2.166 -0.923 -2.127
C 1.875 0.080 -1.214
C 0.644 0.719 -1.250
C -0.296 0.356 -2.205
C -0.004 -0.642 -3.125
C 1.227 -1.282 -3.084
H 3.125 -1.426 -2.093
H 2.609 0.364 -0.471
H 0.417 1.500 -0.535
H -1.258 0.852 -2.234
H -0.736 -0.923 -3.872
H 1.454 -2.063 -3.800
C 2.664 -6.410 -2.672
C 2.298 -5.076 -2.551
C 1.722 -4.618 -1.374
C 1.509 -5.494 -0.319
C 1.867 -6.829 -0.443
C 2.446 -7.287 -1.618
H 3.118 -6.766 -3.587
H 2.463 -4.393 -3.375
H 1.441 -3.576 -1.280
H 1.063 -5.135 0.600
H 1.696 -7.513 0.378
H 2.727 -8.328 -1.714
C 3.726 -1.947 1.133
C 4.865 -2.714 0.934
C 6.020 -2.440 1.654
C 6.035 -1.397 2.570
C 4.898 -0.626 2.763
C 3.742 -0.901 2.046
H 2.824 -2.164 0.575
H 4.851 -3.526 0.217
H 6.908 -3.040 1.501
H 6.935 -1.185 3.133
H 4.912 0.191 3.474
H 2.854 -0.300 2.197
```

Results
**HOMO level**: -8.58 eV
**HOMO-LUMO gap**: 8.872 eV
**Lowest unoccupied orbital energy**: 0.291 eV
**2S+1**: 1
**Molar mass**: 425.59 g/mol

7.
Density functional theory data (wB97M-V/def2-TZVPD) for a cluster of 2 separate species, C25H31O8S2 in total.

XYZ file:
```
66
Properties=species:S:1:pos:R:3
C 3.434 3.219 0.603
C 2.063 2.555 0.638
C 1.008 3.460 0.023
C -0.426 3.134 0.455
C -1.108 2.018 -0.235
C -2.300 1.497 0.444
O -3.153 0.758 -0.037
O -2.338 1.918 1.733
C -3.349 1.315 2.578
C -3.525 2.186 3.795
C -1.188 2.003 -1.708
O -1.720 1.159 -2.407
O -0.553 3.079 -2.241
C -0.375 3.015 -3.673
C 0.248 4.315 -4.105
H 4.190 2.570 1.044
H 3.723 3.453 -0.423
H 3.414 4.151 1.175
H 2.070 1.597 0.100
H 1.791 2.324 1.677
H 1.183 4.513 0.291
H 1.069 3.392 -1.067
H -0.450 2.922 1.536
H -1.043 4.039 0.289
H -4.288 1.238 2.015
H -3.007 0.308 2.862
H -4.300 1.745 4.421
H -2.599 2.248 4.374
H -3.829 3.195 3.509
H 0.270 2.157 -3.913
H -1.360 2.873 -4.133
H 0.327 4.327 -5.194
H -0.360 5.166 -3.789
H 1.255 4.428 -3.693
C 3.515 -4.800 0.557
C 3.161 -5.192 -0.738
C 2.659 -4.254 -1.643
C 2.492 -2.936 -1.228
S 1.617 -1.748 -2.267
C 0.041 -1.514 -1.409
C -0.204 -0.367 -0.754
S -1.152 -2.851 -1.378
C -1.533 -2.918 0.383
C -0.662 -3.630 1.205
C -0.901 -3.680 2.577
C -2.004 -3.024 3.125
C -2.841 -2.268 2.297
C -2.600 -2.205 0.925
O -2.333 -2.496 -2.113
O -0.425 -4.068 -1.652
O 2.344 -0.501 -2.167
O 1.324 -2.366 -3.535
C 2.942 -2.507 0.021
C 3.418 -3.453 0.930
H 3.870 -5.541 1.278
H 3.259 -6.231 -1.051
H 2.376 -4.539 -2.657
H -1.205 -0.252 -0.364
H 0.580 0.378 -0.655
H 0.207 -4.115 0.770
H -0.215 -4.241 3.207
H -2.203 -3.084 4.199
H -3.686 -1.720 2.710
H -3.216 -1.577 0.285
H 2.884 -1.450 0.274
H 3.716 -3.123 1.926
```

Results
**HOMO level**: -3.56 eV
**HOMO-LUMO gap**: 6.081 eV
**Lowest unoccupied orbital energy**: 2.522 eV
**Charge**: -1
**2S+1**: 1
**Molar mass**: 523.65 g/mol

| no. | total energy (hartree) |
| --- | --- |
| 1 | -7618.53578 |
| 2 | -5485.52538 |
| 3 | -2846.67674 |
| 4 | -3906.96102 |
| 5 | -1395.51645 |
| 6 | -1649.79091 |
| 7 | -2369.50723 |